(1)
This record from the Open Molecules 2025 dataset describes a cluster of 3 separate species, C32H53N2P in total in a non-equilibrium geometry. The level of theory is ωB97M-V/def2-TZVPD.

Geometry as XYZ:
```
88
Properties=species:S:1:pos:R:3:forces:R:3
C 9.27759 -2.93270 -1.08896 -3.2 3.4 -5.6
C 8.87561 -2.33960 -2.20600 1.3 -2.9 5.2
C 8.19982 -1.68834 -3.54209 0.9 -0.8 1.6
C 7.62765 -0.18969 -3.26324 0.2 0.2 -0.7
C 6.00354 -0.08219 -3.51873 1.1 0.6 0.2
C 5.16316 -0.04643 -2.10923 0.1 -1.9 0.3
C 5.83317 -1.20479 -1.16753 0.8 -2.5 3.5
N 6.23018 -2.03354 -0.35701 -2.5 5.1 -5.1
C 3.61533 -0.44389 -2.27400 -0.9 -0.8 -0.5
C 2.72714 -0.37763 -0.93992 -1.7 -0.8 4.6
N 2.11949 -0.45451 0.12710 3.9 0.7 -7.0
C 2.81362 0.35038 -3.44559 -1.9 -0.7 0.2
C 1.31674 -0.32286 -3.46682 -2.0 -0.6 -0.1
C 1.16721 -1.76612 -4.08290 -3.6 2.4 1.9
C -0.27425 -2.42174 -4.04877 1.0 3.5 1.5
C -1.51103 -1.63930 -3.39382 2.9 0.9 -0.6
C -2.93415 -2.42563 -3.36846 1.3 0.0 1.3
C -1.31819 -0.17789 -2.80927 3.0 -1.9 -1.4
C 0.10397 0.50780 -2.82525 -0.9 -4.5 -1.8
P 5.55496 1.61207 -1.28764 0.8 1.5 1.0
C 4.57786 3.06391 -2.10526 -0.2 -0.1 -0.7
C 4.93149 1.67313 0.53995 -1.0 -0.9 0.5
C 6.07235 2.14372 1.58246 -0.2 -0.8 -0.4
H 9.25749 -3.35832 -0.01370 0.3 1.0 -2.6
H 7.35380 -2.42397 -3.84220 1.5 1.3 0.5
H 9.00494 -1.66456 -4.37478 -1.4 -0.1 1.5
H 8.14669 0.49378 -4.05654 -1.0 -1.1 1.5
H 7.93836 0.22422 -2.23038 -0.6 -0.9 -1.7
H 5.73718 -0.98108 -4.18403 0.0 1.4 1.0
H 5.86857 0.92226 -4.09722 -0.2 -1.9 1.0
H 3.60046 -1.56511 -2.60937 -0.2 1.9 0.8
H 2.63654 1.46369 -3.23016 0.6 -1.7 -0.2
H 3.28837 0.21731 -4.49149 -0.6 0.2 1.9
H 2.11404 -2.27742 -4.51764 -2.0 0.9 0.8
H -0.38634 -3.48251 -4.48803 0.0 2.0 0.9
H -3.54057 -2.31489 -4.33737 1.0 -0.1 1.6
H -2.66099 -3.54171 -3.16079 -0.7 2.0 -0.7
H -3.52542 -2.09143 -2.41742 0.9 -0.4 -2.0
H -2.21854 0.37109 -2.33953 1.7 -1.1 -0.9
H 0.23007 1.56146 -2.38417 0.0 -1.9 -0.8
H 3.45174 3.03953 -1.84352 1.8 0.2 -0.6
H 4.75877 3.03484 -3.25973 -0.5 0.0 2.1
H 5.06962 4.04987 -1.74787 -0.8 -1.8 -0.3
H 3.96937 2.32284 0.56790 1.7 -1.0 0.1
H 4.59370 0.60796 0.87706 0.6 1.8 -0.8
H 6.25237 3.27891 1.53486 -0.2 -1.8 0.2
H 7.03817 1.56103 1.31051 -1.5 1.2 0.5
H 5.74602 1.78602 2.64244 0.6 1.0 -1.8
C -8.82153 -3.14507 1.29834 0.0 -0.1 0.2
C -8.28944 -1.72022 1.36309 -0.1 0.0 -0.1
C -7.51296 -1.31320 0.10926 0.1 0.1 0.0
C -6.24645 -2.13187 -0.16241 -0.1 -0.1 0.0
C -5.21576 -2.12772 0.96865 0.1 0.0 -0.2
C -4.65915 -0.74185 1.26303 0.1 0.0 0.2
H -8.01235 -3.87532 1.21938 -0.1 0.0 0.0
H -9.38916 -3.37750 2.20418 0.0 -0.1 -0.1
H -9.48679 -3.27258 0.43982 0.1 0.0 0.0
H -7.67040 -1.59785 2.25741 0.0 0.0 -0.1
H -9.13764 -1.03714 1.48350 0.1 0.0 0.0
H -7.25361 -0.25276 0.18570 0.0 0.0 0.0
H -8.17297 -1.39865 -0.76217 0.0 0.0 0.1
H -5.77477 -1.74646 -1.07480 0.0 0.0 0.1
H -6.52125 -3.16885 -0.38382 0.0 0.1 0.0
H -4.38401 -2.78240 0.68261 -0.1 0.0 0.0
H -5.64034 -2.55749 1.88250 0.0 0.0 -0.1
H -4.18131 -0.31804 0.37505 0.0 0.0 0.0
H -3.90939 -0.79761 2.05760 0.0 0.1 -0.1
H -5.44134 -0.05406 1.59491 0.1 0.0 0.0
C -2.29526 3.57462 6.55963 0.1 0.2 0.0
C -2.78233 3.69042 5.12198 -0.2 0.0 0.0
C -3.37750 2.38755 4.58438 0.0 0.0 -0.1
C -2.39983 1.20975 4.51312 0.1 0.0 0.1
C -1.14602 1.45811 3.67156 0.0 -0.2 0.0
C -1.45533 1.72405 2.20507 0.2 0.1 -0.1
H -1.49362 2.83829 6.65649 -0.1 0.0 0.0
H -1.90397 4.53641 6.90420 0.0 -0.1 0.1
H -3.11332 3.28403 7.22463 0.1 0.0 0.0
H -1.96387 4.03421 4.48172 0.0 -0.1 0.0
H -3.55230 4.46875 5.07704 0.1 0.0 -0.1
H -3.79579 2.57628 3.59081 0.0 0.0 0.0
H -4.22479 2.09536 5.21615 0.0 0.0 0.0
H -2.93387 0.34122 4.10874 0.1 0.1 0.0
H -2.09327 0.92627 5.52580 0.0 0.0 0.0
H -0.50371 0.57203 3.73597 0.0 0.1 0.0
H -0.56075 2.28818 4.08233 -0.1 -0.1 0.0
H -1.99247 0.88074 1.76210 0.0 0.1 0.0
H -0.52733 1.86765 1.64387 -0.1 0.0 0.0
H -2.06168 2.62474 2.07675 0.0 -0.1 0.0
```
Forces are in eV/Å.

Summary:
Net charge: 0
Electronic energy (Eh): -1701.5078


(2)
This record from the Open Molecules 2025 dataset describes a structure of composition C32H53N4O9P2RuS2 in a non-equilibrium geometry. The level of theory is ωB97M-V/def2-TZVPD.

Geometry as XYZ:
```
103
Properties=species:S:1:pos:R:3:forces:R:3
Ru 1.15032 0.43273 1.10846 0.7 0.4 2.8
C -3.93544 -2.55145 -2.14987 0.1 0.0 0.3
C -3.37669 -2.93505 -0.78676 -0.6 -0.5 -0.1
C -2.98671 -4.40620 -0.71016 0.0 0.3 0.1
O -2.28494 -2.09223 -0.41597 0.5 0.4 -0.3
P -0.96761 -1.69953 -1.19705 -0.7 -0.7 -0.1
O 0.11157 -1.42403 -0.25918 0.0 0.3 -0.1
C -1.40502 -0.20894 -2.19120 0.9 -0.1 0.5
P 0.02687 0.92040 -2.33923 0.0 0.5 -0.9
O 1.13763 0.79497 -1.39332 0.2 -0.1 0.2
O 0.53975 0.66326 -3.84857 -0.8 -0.1 0.6
C 1.75222 1.36536 -4.19119 0.7 0.3 -0.4
C 1.73533 1.63759 -5.68814 -0.2 0.0 0.4
C 2.96623 0.54448 -3.78763 -0.3 0.1 0.1
O -0.48631 2.42434 -2.29458 0.3 -0.6 0.2
C -1.63178 3.04485 -2.87984 -0.6 0.3 -0.3
C -2.85152 2.89273 -1.97648 0.4 0.0 0.0
C -1.90124 2.55003 -4.29332 0.2 0.2 0.2
O -0.77032 -2.93695 -2.18619 -0.7 0.7 0.6
C 0.33979 -3.23326 -3.03594 0.6 -0.3 -0.6
C 0.09137 -2.64440 -4.42077 -0.1 -0.2 0.4
C 1.65640 -2.78086 -2.43502 -0.3 -0.1 0.1
H -4.80793 -3.15696 -2.37966 -0.1 -0.1 0.0
H -3.18031 -2.72097 -2.91253 0.0 0.0 -0.2
H -4.23086 -1.50444 -2.15341 -0.1 0.1 -0.1
H -4.12382 -2.73065 -0.00932 0.1 0.0 -0.2
H -2.32560 -4.67464 -1.52817 0.0 0.0 -0.1
H -3.88000 -5.02383 -0.75736 -0.1 -0.1 0.0
H -2.47585 -4.59520 0.23024 0.0 -0.1 0.1
H -2.13782 0.31860 -1.58298 -0.1 0.0 0.0
H -1.81928 -0.45404 -3.16551 0.0 0.0 0.0
H 1.75657 2.31555 -3.64289 0.0 0.0 -0.1
H 1.65201 0.70456 -6.23846 0.0 -0.1 -0.1
H 2.65894 2.13327 -5.97025 0.1 0.0 -0.1
H 0.90363 2.28005 -5.96302 -0.1 0.0 -0.1
H 2.94904 -0.41194 -4.30087 0.0 -0.2 -0.1
H 2.95801 0.37411 -2.71584 0.1 -0.1 0.0
H 3.87610 1.07375 -4.05181 0.1 0.1 -0.1
H -1.34549 4.10394 -2.91093 -0.1 -0.2 0.0
H -3.33346 1.93018 -2.12557 -0.1 -0.1 0.0
H -3.57728 3.66981 -2.19825 -0.1 0.1 0.0
H -2.54308 2.98097 -0.93804 0.0 0.0 0.1
H -2.17702 1.49867 -4.28445 -0.1 -0.1 -0.1
H -1.01484 2.66866 -4.90955 0.0 0.0 -0.1
H -2.71243 3.12114 -4.73595 -0.1 0.0 0.0
H 0.31861 -4.33064 -3.10303 0.0 0.2 0.0
H 0.19040 -1.56205 -4.39879 0.0 0.1 -0.1
H -0.90821 -2.91069 -4.75871 -0.1 0.0 -0.1
H 0.80950 -3.05501 -5.12425 0.1 0.0 -0.1
H 1.65768 -1.70130 -2.30642 0.2 0.1 0.0
H 2.47502 -3.07395 -3.08676 0.1 0.0 -0.1
H 1.79234 -3.22880 -1.45360 0.1 0.0 0.1
N -6.14805 -2.33324 4.79186 -0.3 -0.1 0.0
C -4.86643 -1.86802 4.59062 0.3 0.1 0.1
C -3.78623 -2.49466 5.21899 -0.2 0.0 -0.1
C -2.51414 -1.97127 5.10594 0.0 0.0 0.1
C -2.30296 -0.82859 4.35749 0.7 0.1 0.0
C -3.35498 -0.20924 3.70863 -0.1 0.0 0.0
C -4.63321 -0.72119 3.82350 0.0 -0.1 0.0
S -0.65855 -0.13572 4.23816 0.6 0.0 -0.5
O -0.78620 1.29397 4.26770 -0.3 0.0 -0.2
O 0.16753 -0.76369 5.23953 -0.4 -0.2 0.1
N -0.10831 -0.54661 2.75913 -0.2 2.0 -0.3
C 0.45155 -1.71766 2.52985 0.1 -2.0 0.7
S -0.23446 -3.26592 3.02647 0.4 0.0 -0.4
C 1.05683 -4.06257 2.18197 -0.2 0.1 0.1
C 1.88000 -3.15173 1.61811 -0.1 -0.4 -0.1
N 1.55050 -1.85539 1.82933 -0.2 1.6 0.0
H -6.24351 -3.27033 5.14746 -0.1 0.1 -0.1
H -6.85816 -2.03572 4.14387 0.0 -0.1 0.0
H -3.96298 -3.38671 5.80349 0.0 -0.1 0.1
H -1.67522 -2.42100 5.61115 0.1 -0.1 0.1
H -3.15599 0.68673 3.14272 0.0 0.1 -0.1
H -5.46812 -0.23214 3.33818 0.0 0.1 0.0
H 1.13353 -5.13019 2.17396 0.1 -0.2 0.0
H 2.76077 -3.37734 1.04280 0.2 -0.1 -0.1
C 4.87774 2.10600 2.37746 -0.3 -0.2 0.1
C 3.90017 1.01932 2.87618 0.4 -0.3 -0.1
C 4.28804 -0.32238 2.23384 -0.1 0.2 0.0
C 3.99169 0.91452 4.40638 0.0 0.0 -0.3
C 2.53459 1.41609 2.44372 -2.5 -0.8 -1.9
H 5.89522 1.89013 2.69983 0.2 0.0 0.1
H 4.58311 3.07763 2.76583 0.0 0.2 0.0
H 4.84809 2.14647 1.29149 0.1 0.0 -0.2
H 5.36892 -0.46623 2.24356 0.1 0.0 0.0
H 3.91767 -0.34889 1.19834 0.2 -0.1 0.2
H 3.81671 -1.13722 2.77721 0.0 -0.1 -0.1
H 4.97401 0.56091 4.71320 0.2 -0.1 0.1
H 3.24021 0.22190 4.77597 -0.1 -0.1 0.1
H 3.81629 1.88167 4.86992 0.0 0.2 0.1
H 1.99897 2.06256 3.14761 0.2 0.2 0.0
O -0.01641 2.44978 0.86523 0.4 -0.8 0.2
N 0.78000 3.47632 0.86338 0.7 0.8 -0.1
C 1.86484 3.50034 0.03726 -0.6 -0.4 0.3
C 2.71215 4.57391 0.01304 0.1 0.7 0.3
C 2.49430 5.67430 0.84228 -0.5 -0.7 0.1
C 1.38740 5.62152 1.69450 0.8 0.5 -0.4
C 0.56060 4.52885 1.69837 -0.3 -0.7 -0.3
H 1.99399 2.61774 -0.57370 -0.1 0.1 0.1
H 3.55660 4.54633 -0.65445 0.1 0.0 -0.1
H 3.17103 6.51289 0.83527 0.0 0.1 0.0
H 1.18218 6.44192 2.36536 -0.1 0.0 0.1
H -0.29575 4.43589 2.35014 0.0 -0.2 -0.1
```
Forces are in eV/Å.

Summary:
Net charge: 0
Spin multiplicity: 2
Electronic energy (Eh): -3721.3045